Entry 1:
{
  "formula": "C9H8N3O8ReSbSe4",
  "method": "wB97M-V/def2-TZVPD",
  "symbols": ["Re", "Se", "Sb", "Se", "Se", "Se", "N", "C", "C", "O", "O", "H", "H", "H", "H", "H", "O", "C", "O", "C", "C", "C", "C", "C", "C", "N", "O", "O", "N", "O", "O", "H", "H", "H"],
  "positions_angstrom": [[0.97, 1.44, 0.25], [5.92, 1.59, 3.52], [3.86, 1.33, 4.38], [2.51, 0.15, -0.54], [1.82, 2.59, 1.95], [2.11, 0.84, 5.69], [-0.03, 5.93, -2.70], [-0.03, 4.44, -2.61], [0.58, 4.03, -1.28], [1.06, 4.78, -0.50], [0.51, 2.68, -1.11], [-0.79, 6.35, -2.15], [-0.15, 6.24, -3.67], [0.85, 6.32, -2.34], [0.56, 4.03, -3.43], [-1.06, 4.07, -2.71], [-2.67, 0.11, 1.39], [-1.79, -0.53, 1.05], [-0.42, 0.49, 0.71], [-1.39, -1.89, 0.75], [-0.05, -2.28, 0.71], [0.24, -3.58, 0.37], [-0.74, -4.52, 0.09], [-2.06, -4.10, 0.17], [-2.42, -2.80, 0.48], [-3.15, -5.08, -0.12], [-2.80, -6.21, -0.30], [-4.27, -4.63, -0.14], [1.67, -3.95, 0.28], [1.93, -5.11, 0.13], [2.47, -3.03, 0.37], [0.75, -1.62, 0.97], [-0.51, -5.55, -0.17], [-3.47, -2.53, 0.51]],
  "de_lowest_kj_mol": 251.87,
  "charge": 3,
  "gap_ev": 6.23
}

=====

Entry 2:
{
  "formula": "C18H27BBrN2O3P",
  "method": "wB97M-V/def2-TZVPD",
  "symbols": ["C", "C", "C", "C", "C", "C", "C", "C", "C", "C", "C", "C", "C", "C", "B", "O", "O", "C", "N", "C", "P", "O", "Br", "C", "N", "C", "H", "H", "H", "H", "H", "H", "H", "H", "H", "H", "H", "H", "H", "H", "H", "H", "H", "H", "H", "H", "H", "H", "H", "H", "H", "H", "H"],
  "positions_angstrom": [[-3.75, -1.53, 0.36], [-3.33, -3.03, 0.41], [-3.24, -3.56, -1.06], [-2.01, -4.53, -1.22], [-0.87, -3.79, -2.01], [0.40, -3.72, -1.11], [1.60, -3.08, -1.87], [2.48, -2.27, -0.88], [1.84, -0.91, -0.49], [2.87, 0.03, 0.18], [2.27, 1.25, 0.91], [2.75, 1.51, 2.17], [2.28, 2.64, 2.93], [1.34, 3.47, 2.38], [0.87, 4.73, 3.26], [0.57, 5.96, 2.72], [0.80, 4.62, 4.66], [0.78, 3.24, 1.06], [-0.17, 4.10, 0.61], [-0.58, 3.76, -0.61], [-1.94, 4.79, -1.40], [-1.12, 5.93, -2.32], [-2.87, 5.90, 0.32], [-0.08, 2.67, -1.38], [0.85, 1.85, -0.94], [1.28, 2.13, 0.33], [-2.94, -0.88, -0.01], [-4.08, -1.21, 1.37], [-4.61, -1.46, -0.32], [-4.17, -3.55, 0.91], [-2.40, -3.18, 0.98], [-4.14, -4.14, -1.35], [-3.18, -2.69, -1.72], [-2.26, -5.44, -1.79], [-1.61, -4.77, -0.22], [-0.58, -4.32, -2.94], [-1.12, -2.76, -2.28], [0.13, -3.03, -0.28], [0.65, -4.69, -0.64], [1.25, -2.47, -2.73], [2.22, -3.88, -2.32], [3.43, -2.06, -1.40], [2.66, -2.90, 0.01], [1.53, -0.43, -1.44], [0.92, -1.04, 0.09], [3.66, 0.38, -0.51], [3.40, -0.57, 0.95], [3.51, 0.87, 2.62], [2.68, 2.86, 3.92], [1.13, 6.13, 1.95], [1.63, 5.00, 4.99], [-0.25, 5.55, -2.48], [-0.48, 2.52, -2.39]],
  "gap_ev": 7.88
}

=====

Q: What is the formula in the first record?
A: C9H8N3O8ReSbSe4